1.
The following is a DFT calculation (wB97M-V/def2-TZVPD) of a structure of composition C55H43CoO4P3Se2 in a non-equilibrium geometry.

LUMO level (spin up / spin down)   0.460 / 0.518 eV
Spin multiplicity   2
Net charge   0
HOMO level (spin up / spin down)   -7.17 / -7.49 eV
<S²>   0.766
Energy above the lowest of the compared OMol25 structures with the same formula, charge and spin   0.0 kcal per mole

```
108
C55H43CoO4P3Se2, DFT wB97M-V/def2-TZVPD
Se -0.97 2.11 -0.63
Se -0.05 0.69 2.44
Co -0.18 -0.25 0.26
P 2.10 -0.33 -0.03
P -2.24 -1.25 0.61
P -0.70 2.55 1.46
O 0.79 -3.53 -2.39
O 0.36 -2.41 1.11
O -1.68 -0.21 -2.63
O -0.05 -1.17 -1.44
C -0.30 -2.02 -6.11
C -5.49 1.52 2.30
C -4.14 0.70 0.49
C -4.51 -2.20 -0.85
C -0.74 -0.98 -2.50
C 2.73 -0.96 -2.71
C -0.17 -3.85 3.00
C -5.10 -3.05 -1.78
C 2.96 -4.86 0.25
C 0.47 3.92 1.75
C -2.41 2.94 3.65
C -2.15 3.24 2.32
C 2.92 1.36 -2.10
C 1.66 5.35 3.29
C -3.91 4.88 2.33
C 3.30 0.50 1.06
C -5.12 1.55 0.97
C -3.53 -0.21 1.36
C 0.79 4.30 3.06
C 4.01 2.60 2.03
C -2.50 -4.11 3.58
C 4.25 -0.16 1.84
C 2.20 6.05 2.22
C 3.18 1.89 1.20
C 3.03 -0.63 -4.03
C 1.88 5.69 0.92
C 0.76 -3.70 -4.77
C 3.21 1.68 -3.42
C -1.87 -2.57 1.82
C -4.85 0.66 3.17
C -0.54 -2.98 1.98
C -3.14 -2.26 -0.63
C -2.84 -3.19 2.61
C 3.27 0.69 -4.39
C -0.65 -1.35 -4.95
C -2.97 -4.04 -2.25
C 2.68 0.03 -1.73
C 3.71 -2.64 -0.26
C -3.86 -0.20 2.71
C -2.38 -3.21 -1.32
C -1.16 -4.41 3.79
C 1.54 -2.98 0.70
C -0.30 -1.82 -3.69
C -3.41 3.63 4.33
C 3.96 -4.00 -0.21
C 4.98 1.94 2.78
C 1.75 -4.35 0.70
C -2.91 4.20 1.66
C 5.08 0.56 2.69
C 1.02 4.62 0.69
C -4.33 -3.97 -2.48
C 0.41 -3.21 -6.02
C -4.15 4.60 3.67
C 2.50 -2.11 0.18
C 0.42 -3.02 -3.61
H 2.39 2.40 0.66
H -1.22 -0.43 -4.99
H 0.87 -4.09 3.16
H 3.48 0.94 -5.42
H 5.63 2.49 3.44
H -1.83 2.17 4.15
H 0.36 3.76 3.90
H 3.12 -5.93 0.27
H -0.87 -5.10 4.58
H 2.86 2.15 -1.37
H 4.90 -4.40 -0.55
H 4.33 -1.23 1.80
H 2.51 -1.98 -2.46
H 3.89 3.67 2.12
H 2.87 6.89 2.40
H 1.26 -4.35 -2.55
H -1.31 -3.28 -1.13
H -5.10 0.66 4.23
H -3.85 0.73 -0.55
H -4.80 -4.61 -3.22
H -3.26 -4.57 4.19
H -2.71 4.41 0.61
H -3.34 -0.84 3.40
H 1.90 5.64 4.30
H -4.50 5.62 1.82
H -3.60 3.41 5.37
H -6.26 2.19 2.67
H 0.69 -3.75 -6.91
H 0.97 -5.03 1.03
H -5.60 2.25 0.29
H -2.36 -4.75 -2.79
H -3.88 -2.92 2.45
H -0.58 -1.62 -7.08
H 5.81 0.03 3.29
H 0.76 4.34 -0.32
H -5.12 -1.50 -0.31
H 4.45 -1.97 -0.67
H 3.04 -1.41 -4.78
H 2.30 6.23 0.08
H 3.39 2.71 -3.69
H 1.31 -4.64 -4.69
H -6.17 -2.99 -1.95
H -4.93 5.14 4.20
```

***

2.
The following is a DFT calculation (wB97M-V/def2-TZVPD) of a structure of composition C55H44N5O4RuS4 in a non-equilibrium geometry.

LUMO level (spin up / spin down)   1.119 / 1.119 eV
Net charge   -1
HOMO level (spin up / spin down)   -2.85 / -2.85 eV

```
113
C55H44N5O4RuS4, DFT wB97M-V/def2-TZVPD
Ru -0.14 0.46 -2.03
S -0.33 2.81 -1.17
S 0.02 0.81 -5.34
S 0.79 0.03 0.05
S 3.10 0.04 -2.52
O 1.94 0.90 -2.09
O 0.72 -0.40 -5.82
O 1.55 -1.21 0.02
O -6.42 3.66 -4.34
N 1.55 3.85 -2.97
N -2.20 0.37 -1.88
N -0.37 0.82 -3.89
N -4.74 2.49 -3.40
N -6.71 3.00 -2.21
C -4.34 -0.45 -1.21
C 6.87 0.82 -0.10
C -1.57 0.49 1.42
C 5.70 2.17 1.52
C 3.25 -2.58 -1.68
C -0.89 -2.94 -0.60
C -4.69 3.18 0.89
C 0.80 3.36 -2.24
C 3.32 0.74 1.04
C -6.29 2.89 -0.88
C -6.87 2.34 1.39
C -1.80 -3.89 -0.17
C 4.70 -0.45 2.71
C 8.08 1.28 0.44
C 1.30 -3.48 -3.45
C 1.36 1.86 1.95
C 4.39 0.18 -1.27
C -5.28 2.70 3.30
C 1.95 1.11 0.92
C -5.01 0.50 -1.98
C 2.93 -3.93 -1.75
C 1.78 -5.85 -2.85
C 1.94 1.97 3.18
C -2.43 0.37 2.50
C 1.34 -2.01 -3.20
C 6.90 2.64 2.00
C 3.37 0.77 4.81
C -2.65 -4.51 -1.08
C -2.04 -0.33 3.64
C 3.02 1.11 3.49
C -7.21 2.43 0.06
C -1.65 -3.24 -2.85
C 5.65 1.19 0.51
C 5.00 -0.78 4.00
C 2.55 -1.65 -2.39
C -0.80 -2.58 -1.95
C -2.93 -0.40 4.85
C 0.11 -1.56 -2.41
C 6.82 0.06 -1.29
C -0.34 -0.14 1.45
C -5.02 3.27 -0.45
C 3.72 0.50 2.41
C -4.21 1.45 -2.64
C 4.36 0.67 0.05
C 4.34 -0.16 5.06
C -2.84 1.33 -2.57
C 0.05 -0.88 2.56
C -2.97 -0.49 -1.18
C -2.55 -4.19 -2.42
C -5.60 2.72 1.83
C 8.10 2.16 1.49
C 5.61 -0.12 -1.90
C 1.99 -4.37 -2.70
C -0.79 -0.95 3.65
C -5.97 3.09 -3.37
H 9.04 2.52 1.89
H -0.21 -2.50 0.10
H -3.37 -5.24 -0.74
H -2.51 0.22 5.65
H 5.21 -0.95 1.89
H 4.06 -2.25 -1.05
H 1.01 -1.37 2.55
H -3.40 0.84 2.45
H 1.34 -1.46 -4.15
H 7.73 -0.26 -1.76
H -3.00 -1.42 5.22
H -8.20 2.13 -0.26
H 5.55 -0.56 -2.89
H -1.84 -4.14 0.88
H -5.54 1.74 3.74
H -4.90 -1.18 -0.64
H 9.01 0.95 -0.02
H -7.60 1.99 2.11
H -3.19 -4.69 -3.14
H 1.13 -6.21 -2.06
H 4.58 -0.44 6.08
H -0.47 -1.48 4.54
H -4.30 3.67 -1.14
H 2.83 1.23 5.62
H -1.85 1.09 0.56
H -7.67 3.27 -2.35
H 6.90 3.40 2.77
H -5.85 3.47 3.82
H 3.43 -4.64 -1.12
H -3.70 3.49 1.20
H -4.15 2.84 -4.15
H -6.08 0.49 -2.08
H 0.40 2.31 1.75
H 4.78 2.59 1.90
H 5.75 -1.54 4.20
H 2.73 -6.39 -2.78
H 1.32 -6.09 -3.81
H -2.22 2.06 -3.09
H 1.49 2.58 3.95
H -4.22 2.89 3.47
H -2.45 -1.22 -0.58
H -3.93 -0.03 4.62
H 0.62 -3.82 -4.21
H -1.62 -2.96 -3.90
```

***

3.
The following is a DFT calculation (wB97M-V/def2-TZVPD) of a structure of composition C55H44N7PRhSe2 in a non-equilibrium geometry.

LUMO level (spin up / spin down)   -3.474 / -3.472 eV
Net charge   +1
HOMO level (spin up / spin down)   -9.61 / -9.61 eV
Energy above the lowest of the compared OMol25 structures with the same formula, charge and spin   0.0 kcal per mole

```
110
C55H44N7PRhSe2, DFT wB97M-V/def2-TZVPD
Rh 0.67 -0.04 0.13
Se 2.44 -1.64 0.97
Se -0.26 4.22 1.07
P -2.18 -1.74 1.26
N -1.61 0.38 -0.52
N -0.07 -1.92 -0.50
N -1.26 -0.86 3.72
N 1.29 1.85 0.31
N -0.04 -0.11 2.06
N -3.75 0.07 -0.16
N -0.94 -3.88 -0.11
C 4.17 -0.88 0.74
C 0.45 0.45 3.23
C -7.09 3.20 -2.44
C -6.17 3.82 -1.60
C -0.18 0.24 5.71
C 3.22 -2.68 -4.01
C -6.90 1.88 -2.82
C -0.13 -7.33 -2.93
C -2.50 -0.33 0.15
C 0.66 2.81 0.62
C -1.67 2.13 -2.34
C -1.06 -0.89 2.39
C -0.32 -0.02 4.27
C 1.58 -2.35 -2.27
C -3.65 1.08 -1.08
C -0.46 3.83 -4.22
C 2.86 -0.47 -3.13
C -4.86 1.80 -1.55
C 1.16 2.67 4.03
C 1.50 1.48 3.37
C -1.08 1.01 7.81
C -1.77 -4.94 0.44
C 0.32 3.03 -3.40
C -0.29 2.19 -2.48
C 3.37 3.52 3.65
C 1.06 0.07 6.31
C -2.30 1.25 -1.33
C 4.36 0.42 0.29
C -0.48 -6.08 -2.44
C 1.08 -7.91 -2.56
C -0.97 -2.57 0.21
C 3.53 -1.32 -4.00
C 6.75 0.14 0.51
C 1.94 -7.24 -1.71
C -2.44 2.91 -3.21
C -1.25 0.71 6.46
C -5.06 3.12 -1.15
C 2.79 1.32 2.90
C -2.27 -1.59 4.47
C 5.65 0.93 0.18
C -5.79 1.18 -2.38
C 0.04 -4.06 -1.07
C 2.09 3.68 4.16
C -5.01 -0.45 0.37
C 0.57 -2.82 -1.32
C -1.84 3.75 -4.14
C 0.16 0.84 8.40
C 0.38 -5.40 -1.59
C 1.23 0.36 7.65
C 2.25 -3.19 -3.16
C 6.55 -1.17 0.94
C 1.91 -1.00 -2.30
C 1.59 -5.98 -1.22
C 3.73 2.33 3.04
C 5.27 -1.68 1.05
H -2.46 4.34 -4.80
H -1.19 -5.85 0.51
H 0.01 4.51 -4.92
H -5.63 0.15 -2.70
H -6.32 4.84 -1.30
H 1.81 4.61 4.65
H -5.42 -1.20 -0.29
H 7.40 -1.79 1.19
H 0.16 2.80 4.42
H -4.83 -0.89 1.35
H -1.91 1.39 8.38
H -1.42 -5.62 -2.74
H 5.12 -2.70 1.39
H -3.52 2.87 -3.19
H 1.35 -8.88 -2.95
H -4.33 3.59 -0.51
H 2.02 -4.24 -3.19
H 1.36 -0.31 -1.65
H 3.08 0.59 -3.12
H 3.51 1.03 0.03
H -2.64 -5.12 -0.19
H -1.89 -1.79 5.47
H -2.21 0.88 5.99
H 1.90 -0.30 5.72
H -5.72 0.37 0.47
H 3.07 0.38 2.44
H -0.80 -7.86 -3.60
H 2.20 0.23 8.12
H 4.73 2.19 2.66
H 2.26 -5.45 -0.55
H -7.61 1.40 -3.48
H -3.19 -1.02 4.54
H 4.29 -0.93 -4.67
H -2.48 -2.54 3.97
H 0.33 1.56 -1.86
H 1.40 3.06 -3.46
H 2.88 -7.69 -1.42
H -7.95 3.75 -2.80
H 3.73 -3.34 -4.69
H 5.80 1.94 -0.17
H -2.11 -4.65 1.43
H 0.30 1.08 9.45
H 7.75 0.54 0.43
H 4.10 4.32 3.74
```

***

4.
The following is a DFT calculation (wB97M-V/def2-TZVPD) of a structure of composition C55H45ClFHfN11Si in a non-equilibrium geometry.

LUMO level (spin up / spin down)   -1.609 / -1.583 eV
Net charge   0
HOMO level (spin up / spin down)   -6.53 / -6.58 eV
Energy above the lowest of the compared OMol25 structures with the same formula, charge and spin   4.6 kcal per mole

```
115
C55H45ClFHfN11Si, DFT wB97M-V/def2-TZVPD
Hf -0.11 -0.06 0.33
Cl 5.43 2.27 -4.05
Si 0.43 3.34 -0.92
F -2.31 -0.11 -0.38
N 1.54 -1.48 0.99
N 3.16 -0.43 -2.27
N -1.41 0.86 2.03
N 0.35 -3.58 1.21
N -0.61 1.98 -0.44
N 1.35 1.14 1.64
N -3.26 -0.65 2.14
N 3.44 -0.03 1.33
N -2.45 -3.71 -2.06
N -1.19 -1.73 1.49
N -0.14 2.83 2.54
C 0.10 3.83 -2.71
C 0.03 -1.25 -4.70
C -3.41 -5.77 2.01
C 1.43 -2.85 1.03
C 0.26 -0.01 -4.14
C -2.87 1.13 -0.66
C -2.14 -5.29 1.74
C -0.83 -3.06 1.44
C -4.32 -3.53 2.22
C -4.22 1.17 -0.87
C -1.26 2.17 2.41
C 0.16 0.14 -2.76
C -1.10 -3.29 -1.73
C 3.79 4.59 3.52
C -3.05 -3.05 1.94
C 3.61 0.64 -2.90
C -4.82 1.90 2.95
C -1.98 -3.90 1.71
C -4.28 4.22 3.42
C 1.05 2.33 2.25
C 4.64 2.54 2.54
C 0.28 4.93 0.09
C 5.86 -0.18 -2.96
C 2.24 2.83 -0.83
C 4.85 3.76 3.15
C 2.75 -3.45 1.00
C 3.31 2.18 2.28
C -3.47 1.71 2.67
C 5.45 -3.96 1.03
C -4.79 2.41 -1.11
C -2.72 0.54 2.24
C 2.88 -1.19 1.07
C 2.26 3.01 2.65
C -2.93 4.02 3.16
C -0.36 -2.29 -3.87
C -4.49 -4.90 2.24
C 4.94 0.81 -3.25
C 3.66 -2.41 1.03
C -5.21 3.18 3.32
C 3.16 -4.78 1.00
C 5.39 -1.33 -2.34
C -0.19 -0.89 -1.87
C -2.60 3.43 -0.90
C -2.52 -1.70 1.84
C 4.04 -1.41 -2.02
C -3.44 -2.67 -1.91
C 5.04 -2.64 1.06
C -1.97 2.19 -0.67
C 2.48 4.23 3.29
C -3.97 3.53 -1.12
C -2.55 2.74 2.77
C -2.63 -4.47 -3.28
C 4.52 -5.02 1.01
C 2.72 1.01 1.68
C -0.52 -2.11 -2.49
H -0.44 -4.17 -1.83
H 4.89 -6.04 1.00
H 5.74 -1.82 1.08
H -4.79 0.26 -0.83
H 1.65 4.86 3.58
H -5.14 -2.85 2.40
H -5.52 1.09 2.88
H 2.72 3.28 0.04
H 0.52 0.83 -4.76
H -0.53 5.58 -0.23
H -6.25 3.38 3.53
H 2.74 3.24 -1.71
H 2.88 1.41 -3.15
H -5.46 -5.32 2.44
H 0.11 2.97 -3.39
H 5.87 4.08 3.36
H -3.58 -6.83 2.04
H -0.84 4.34 -2.86
H -1.11 -3.03 -0.68
H -4.62 5.21 3.71
H -1.82 -5.19 -3.39
H 6.90 -0.05 -3.21
H 4.00 5.54 4.00
H -5.86 2.50 -1.28
H -2.02 4.33 -0.90
H 1.21 5.48 -0.06
H 3.64 -2.30 -1.56
H 6.51 -4.19 1.04
H -2.66 -3.85 -4.19
H 2.45 -5.59 0.99
H 5.45 1.89 2.26
H -2.21 4.82 3.24
H 0.14 -1.42 -5.77
H -3.27 -1.81 -2.58
H -3.57 -5.02 -3.23
H -4.39 4.51 -1.29
H 6.05 -2.15 -2.11
H -1.30 -5.94 1.56
H 0.90 4.51 -3.03
H 2.44 1.77 -0.81
H 0.17 4.75 1.16
H -3.44 -2.30 -0.88
H -4.43 -3.07 -2.12
H -0.54 -3.27 -4.30
H 0.38 1.12 -2.38
```